Molecular formula: C37H41BiN6O4
Method: DFT, wB97M-V/def2-TZVPD

Computed properties:
highest occupied orbital energy = -13.308 eV
maximum force = 0.02938 hartree/bohr
relative energy (zero: lowest compared OMol25 entry of this formula, charge and spin) = 6.01 kcal per mole
total charge = +2
electronic energy = -61993.0164 eV
Kohn-Sham gap = 7.66 eV

Each line ends with the Löwdin charge.
Geometry (Å):
Bi 0.3451 -1.3004 0.3981  2.01
C 3.6172 0.9081 -2.1570  -0.03
C 3.6398 -0.3287 -1.3102  -0.28
C 3.2917 -1.5447 -1.8884  -0.09
C 3.3575 -2.7222 -1.1673  -0.11
C 3.7883 -2.7059 0.1498  -0.12
C 4.1266 -1.5003 0.7369  -0.08
C 4.0458 -0.3194 0.0186  -0.06
H 4.3466 0.8107 -2.9616  0.10
H 3.8644 1.7963 -1.5826  0.07
H 2.6397 1.0510 -2.6211  0.07
H 3.0382 -1.5646 -2.9389  0.11
H 3.1119 -3.6549 -1.6515  0.11
H 3.9297 -3.6258 0.6963  0.10
H 4.4945 -1.4889 1.7502  0.11
H 4.3714 0.6008 0.4815  0.11
C -2.6142 -2.5796 3.7007  0.02
C -1.4066 -2.3570 2.8633  -0.23
N -1.4372 -1.5738 1.8382  -0.12
N -2.5753 -1.0886 1.3196  0.09
C -2.5657 -1.1967 0.0170  -0.44
O -1.5636 -1.7323 -0.6218  -0.22
C -3.6904 -0.7127 -0.7725  -0.16
C -4.7123 0.0499 -0.2058  -0.02
C -5.7201 0.5495 -1.0107  -0.06
C -5.7224 0.2889 -2.3752  -0.06
C -4.7159 -0.4830 -2.9404  -0.06
C -3.7046 -0.9823 -2.1431  -0.02
C -0.2321 -3.2189 2.9701  -0.22
C 0.0866 -3.9804 4.0918  0.02
C 1.0340 -4.9861 3.9739  -0.01
C 1.6358 -5.2138 2.7456  -0.01
C 1.3174 -4.3613 1.6992  -0.12
N 0.4209 -3.4018 1.8117  -0.03
H -3.0358 -1.6233 4.0051  0.10
H -2.4156 -3.1915 4.5721  0.08
H -3.3745 -3.0773 3.0963  0.11
H -4.6980 0.2362 0.8561  0.11
H -6.5197 1.1308 -0.5749  0.11
H -6.5202 0.6698 -2.9969  0.11
H -4.7319 -0.7098 -3.9973  0.11
H -2.9182 -1.5968 -2.5552  0.11
H -0.3919 -3.7862 5.0369  0.12
H 1.2838 -5.5968 4.8261  0.13
H 2.3307 -6.0245 2.5995  0.12
H 1.7591 -4.4740 0.7212  0.10
O -1.9641 5.2551 -1.3695  -0.04
C -1.9246 4.9033 -0.0151  -0.20
C -1.4694 3.4800 0.1089  -0.15
C -1.4358 2.8066 1.3308  0.03
C -0.9976 1.4982 1.3524  -0.12
N -0.6073 0.8452 0.2616  -0.04
C -0.6680 1.4497 -0.9377  -0.18
C -1.0757 2.7768 -1.0254  0.08
C -0.3282 0.6626 -2.1349  -0.20
C -0.5761 1.0975 -3.4341  0.08
C -0.2522 0.2711 -4.5109  -0.14
C -0.4681 0.7834 -5.9145  -0.20
O -1.6515 1.5315 -6.0186  -0.03
C 0.2547 -0.9955 -4.2455  0.03
C 0.4447 -1.3636 -2.9261  -0.14
N 0.2046 -0.5435 -1.9197  -0.05
H -2.3031 6.1507 -1.4695  0.11
H -2.9127 4.9927 0.4633  0.15
H -1.2274 5.5481 0.5474  0.14
H -1.7369 3.2896 2.2481  0.13
H -0.9500 0.9465 2.2793  0.11
H -1.1025 3.3040 -1.9640  0.12
H -1.0397 2.0450 -3.6578  0.13
H -0.4320 -0.0312 -6.6439  0.13
H 0.3598 1.4693 -6.1440  0.14
H -2.3681 0.9762 -6.3441  0.11
H 0.4974 -1.6848 -5.0375  0.13
H 0.7937 -2.3486 -2.6611  0.12
C 2.0828 2.5014 0.9187  -0.03
N 2.1877 2.2779 2.3463  -0.11
C 2.6379 3.4430 3.0919  -0.02
C 1.9576 1.0763 2.8826  -0.48
C 2.3210 0.8446 4.3223  0.04
O 1.4708 0.1257 2.2373  -0.18
H 3.0478 2.8283 0.5226  0.10
H 1.3499 3.2837 0.7014  0.09
H 1.7949 1.5778 0.4212  0.06
H 2.4464 4.3246 2.4824  0.10
H 3.7068 3.3927 3.3114  0.11
H 2.0829 3.5640 4.0209  0.10
H 2.6680 1.7312 4.8350  0.07
H 3.1108 0.0936 4.3469  0.10
H 1.4595 0.4279 4.8395  0.10

Atoms 1-3, force components in eV/Å:
0.25 0.02 -0.25
0.06 0.01 -0.02
-0.07 0.10 -0.04


Molecular formula: C37H41CaClNO6P2S3Se
Method: DFT, wB97M-V/def2-TZVPD

Computed properties:
highest occupied orbital energy = -3.585 eV
maximum force = 0.02650 hartree/bohr
relative energy (zero: lowest compared OMol25 entry of this formula, charge and spin) = 72.07 kcal per mole
total charge = -1
electronic energy = -200203.6754 eV
Kohn-Sham gap = 5.83 eV

Each line ends with the Löwdin charge.
Geometry (Å):
Ca 0.1551 -0.8425 0.6604  1.18
C -0.5783 -5.6291 3.3331  -0.55
C 0.1005 -4.4328 3.9993  -0.54
S -0.1884 -2.8098 3.3050  0.90
C -1.9512 -2.5452 3.5133  -0.50
C -2.8768 -3.1681 2.4496  -0.50
S -2.3545 -2.8902 0.7399  0.83
C -2.2023 -4.5261 -0.0262  -0.51
C -1.8464 -5.7518 0.8064  -0.54
S -0.2105 -5.8006 1.5756  0.89
H -1.6584 -5.5878 3.4670  0.06
H -0.2376 -6.5349 3.8405  0.06
H 1.1844 -4.5500 3.9365  0.07
H -0.1584 -4.4195 5.0626  0.07
H -2.0502 -1.4581 3.4915  0.06
H -2.2558 -2.8868 4.5068  0.08
H -3.8742 -2.7406 2.5769  0.06
H -2.9729 -4.2397 2.5999  0.04
H -1.4413 -4.3572 -0.7948  0.03
H -3.1460 -4.7440 -0.5318  0.07
H -1.8754 -6.5985 0.1171  0.07
H -2.5899 -5.9750 1.5728  0.06
Cl 1.4766 2.6008 0.9863  0.77
C 1.1004 4.0178 0.0484  -0.65
C 1.5839 5.2281 0.5172  -0.12
C 1.3380 6.3842 -0.2078  -0.10
C 0.6233 6.3106 -1.3933  -0.09
C 0.1533 5.0839 -1.8442  -0.08
C 0.3741 3.9012 -1.1359  -0.37
P -0.3740 2.2887 -1.6261  1.07
C -1.4228 2.8497 -3.0293  -0.39
C -1.0777 2.6287 -4.3576  -0.08
C -1.9370 3.0104 -5.3841  -0.09
C -3.1461 3.6256 -5.0931  -0.10
C -3.4989 3.8569 -3.7668  -0.10
C -2.6467 3.4604 -2.7472  -0.12
C 0.9512 1.3789 -2.4199  -0.41
C 2.2760 1.7849 -2.4387  -0.15
C 3.2826 1.0464 -3.0577  -0.16
C 2.8696 -0.0970 -3.7695  -0.15
C 1.5755 -0.5495 -3.7531  -0.14
C 0.5850 0.0162 -2.8345  -0.36
H 2.1438 5.2519 1.4423  0.10
H 1.7101 7.3346 0.1540  0.10
H 0.4300 7.2050 -1.9724  0.10
H -0.4034 5.0405 -2.7715  0.10
H -0.1276 2.1513 -4.5771  0.11
H -1.6564 2.8252 -6.4139  0.10
H -3.8153 3.9182 -5.8928  0.09
H -4.4424 4.3331 -3.5290  0.10
H -2.9322 3.6287 -1.7133  0.10
H 2.5310 2.7485 -2.0054  0.09
H 4.3021 1.4052 -3.0925  0.07
H 3.5896 -0.6152 -4.3978  0.09
H 1.2866 -1.4005 -4.3601  0.09
H -0.4315 -0.0602 -3.2220  0.12
O 0.4176 0.8003 4.5259  0.03
C 0.5771 0.3508 3.4020  -0.70
O -0.3065 0.1401 2.5019  -0.31
C 2.0230 -0.0247 2.9991  -0.21
C 3.0043 -0.0253 3.9812  0.01
C 4.3014 -0.3271 3.6211  0.00
C 4.5979 -0.6183 2.2957  -0.14
C 5.9816 -0.7989 1.8296  -0.03
C 6.2826 -0.9518 0.5430  -0.02
C 5.2125 -1.0893 -0.4708  -0.21
C 3.8115 -0.9234 -0.0425  -0.17
C 3.5509 -0.6247 1.3852  -0.15
N 2.2916 -0.3240 1.7177  0.07
H 2.7108 0.2330 4.9880  0.12
H 5.0978 -0.3128 4.3579  0.11
H 6.7651 -0.7350 2.5768  0.11
H 7.3160 -0.9849 0.2200  0.10
H 5.4455 -0.8637 -1.5046  0.14
H 3.0924 -0.5507 -0.7672  0.12
C -4.9557 -0.1887 1.4144  -0.32
P -3.2820 0.3022 0.8338  0.79
C -3.3668 2.1070 1.1510  -0.30
C -3.6374 0.2193 -0.9690  -0.30
H -5.7270 0.4330 0.9497  0.03
H -5.0331 -0.0917 2.4992  0.03
H -5.1350 -1.2321 1.1472  0.02
H -4.2598 2.5596 0.7084  0.03
H -2.4736 2.5878 0.7488  0.00
H -3.3725 2.2749 2.2299  0.04
H -4.4210 0.9225 -1.2666  0.04
H -3.9606 -0.7981 -1.2000  0.03
H -2.7437 0.4249 -1.5564  0.00
O 0.0144 -3.5204 -2.2128  -0.60
Se 1.1787 -2.6026 -1.5195  1.09
O 1.0140 -2.7561 0.1616  -0.78
O 0.3979 -0.8847 -1.5147  -0.63
O 4.3484 -2.2312 -0.3081  0.01

Atoms 1-3, force components in eV/Å:
-0.98 0.02 -0.05
0.00 0.00 0.20
-0.07 -0.24 0.05